Here is C22H32N2O4 in the gas phase from the Open Molecules 2025 dataset. Energies are from the ωB97M-V functional and the def2-TZVPD basis.

Each line ends with the Löwdin charge.
Element x y z (Å)
H  -2.34359  0.68433  2.64550  0.122
C  3.26428  2.12728  -0.34789  -0.476
H  6.84869  -0.89501  2.00217  0.108
H  -3.24836  -1.46885  2.83988  0.115
H  -2.01303  1.46365  -0.17116  0.134
O  -0.07548  0.39678  2.07362  0.067
H  7.80361  -1.64044  -0.15410  0.114
O  -4.22282  1.21788  -0.60023  -0.093
C  -3.71706  -0.15713  1.22510  -0.129
H  2.21700  2.43754  1.50390  0.130
H  4.82505  0.24824  1.13470  0.115
H  2.47177  3.89935  0.53220  0.124
H  1.92380  0.11299  1.06993  0.128
H  -5.33576  1.32704  -2.35544  0.089
C  0.49728  1.12365  -0.16419  -0.189
C  -3.82486  -1.34105  1.93742  -0.037
C  5.41212  -1.90191  -1.50262  -0.175
H  -6.03431  -2.96794  -0.00769  0.102
C  1.76021  0.26019  -0.00649  -0.106
H  4.50890  0.68442  -1.90071  0.129
C  -4.44254  0.02451  0.04345  -0.152
C  6.18216  -2.94364  -0.69635  -0.205
H  -4.76601  -3.25867  2.05158  0.104
H  3.82911  -1.67031  -0.07133  0.142
H  0.09235  3.19259  0.36907  0.117
C  -2.80419  0.94818  1.69218  -0.104
H  6.13774  0.31827  -0.03610  0.128
H  7.59560  -3.01724  0.93227  0.106
H  1.59228  -0.72097  -0.45419  0.136
H  5.50754  -2.02768  1.81606  0.114
H  -7.22886  -1.41548  -3.00003  0.096
H  6.11842  -1.26678  -2.04178  0.124
C  -5.39119  -2.17070  0.32767  -0.024
C  5.43933  -0.35552  0.46392  -0.161
C  0.85668  2.62209  -0.16248  -0.127
H  0.89816  2.99380  -1.18870  0.123
N  -1.72727  1.17542  0.75151  0.085
C  2.22070  2.83971  0.48899  -0.076
O  4.26785  2.66306  -0.77759  0.055
C  -4.66897  -2.33912  1.49575  -0.080
H  -3.37427  1.87737  1.80105  0.132
C  6.21185  -1.39505  1.26986  -0.200
O  -5.93804  -0.80564  -1.60726  -0.110
H  -6.28811  -2.74054  -2.27358  0.097
N  2.92310  0.84875  -0.62414  -0.055
H  -7.62867  -1.98618  -1.36154  0.098
H  -4.96018  2.84486  -1.49958  0.095
C  7.06142  -2.26443  0.34859  -0.212
H  -0.01530  0.87405  -1.09731  0.143
C  -6.81474  -1.80282  -2.07007  -0.080
C  -5.28111  -1.00502  -0.42041  -0.191
H  4.77803  -2.39902  -2.24111  0.114
H  6.79672  -3.54909  -1.36611  0.107
C  3.79510  0.01338  -1.41660  -0.122
C  -5.24945  1.80065  -1.37590  -0.061
C  4.55515  -1.02899  -0.58514  -0.312
H  -6.21339  1.75042  -0.86523  0.103
C  -0.45062  0.83428  1.00512  -0.465
H  5.47547  -3.61069  -0.19657  0.113
H  3.20029  -0.49000  -2.18777  0.131

The calculation puts the frontier orbital gap at 9.071 eV. Its energy relative to the best compared isomer or geometry (same formula, charge and spin) is 1.806 eV. As for the total energy: -1268.01708 Ha. As for the SMILES: COc1cccc(CNC(=O)[C@H]2CCC(=O)N(CC3CCCCC3)C2)c1OC. The value obtained for the lowest unoccupied orbital energy is 0.0192 hartree.